Here is the ion C2H5FNO with charge -1 from the Open Molecules 2025 dataset. Energies are from ωB97M-V/def2-TZVPD.

As for the gap between HOMO and LUMO: 5.46 eV. Its SMILES is O[N-]CCF. For the HOMO energy, the calculation gives -0.8 eV. The calculation puts the LUMO energy at 4.68 eV. The calculation puts the largest force on an atom at 5.309 eV Å⁻¹. As for the spin multiplicity: 1. The energy above the lowest of the compared OMol25 structures with the same formula, charge and spin is 5.440 eV. Its net charge is -1.

Element x y z (Å)
O (1.8903, -0.6037, 0.1901)
N (1.3332, 0.2951, -0.6577)
C (0.1236, 0.8178, 0.1278)
C (-1.1215, -0.2391, -0.1009)
F (-1.6936, -0.7956, 1.1472)
H (1.9574, -1.4975, -0.2589)
H (-0.1773, 1.9146, -0.2187)
H (0.4836, 0.9071, 1.2431)
H (-0.8327, -1.1635, -0.7929)
H (-1.9632, 0.3647, -0.6792)

natural (NBO) atomic charge list, values in e, 2 entries:
1 O -0.658
2 N -0.584